(1)
This record from OMol25 describes a molecular structure, C27H23Br2EuF6N4O5S4Te in a non-equilibrium geometry. The level of theory is ωB97M-V/def2-TZVPD.

As for the charge: -1. As for the LUMO energy (spin up / spin down): 0.05866 / 0.05866 Ha. As for the molar mass: 1165.1 g mol⁻¹. Its spin multiplicity is 8. The gap between HOMO and LUMO (spin up / spin down) comes out at 0.187 / 0.187 Eh. For the strongest force on any atom, the calculation gives 0.12537 Eh/bohr. For the HOMO energy (spin up / spin down), the calculation gives -0.1283 / -0.1283 Eh.

Cartesian coordinates (Å):
1 Eu 11.2822 12.8036 12.6612
2 Br 9.9263 13.6684 9.6718
3 C 10.1328 11.7418 9.0610
4 Br 11.1674 10.3948 10.0555
5 H 10.6587 11.6453 8.1065
6 H 9.0963 11.3431 9.1529
7 F 11.4176 9.9063 17.5857
8 C 11.1079 9.9922 16.3097
9 F 9.9733 10.7068 16.2037
10 F 10.8851 8.8479 15.6588
11 S 12.6829 10.8450 15.4477
12 O 12.2482 11.1222 14.0302
13 O 13.8100 9.9520 15.6793
14 N 12.6923 12.1367 16.2973
15 S 12.7048 13.6355 15.9159
16 O 14.0935 14.0428 15.8568
17 O 11.8110 14.0716 14.8193
18 C 11.8996 14.3582 17.4401
19 F 11.7629 15.6864 17.3046
20 F 12.5697 14.1658 18.6512
21 F 10.6936 13.7315 17.5979
22 N 8.8574 21.2975 17.3349
23 C 8.6069 20.3102 16.8109
24 C 8.3482 19.1151 16.0211
25 C 8.7971 17.9287 16.5550
26 C 8.9583 16.7838 15.8232
27 C 8.7024 16.8781 14.4224
28 C 8.2879 18.0754 13.8330
29 C 8.1602 19.1896 14.5900
30 C 8.7386 15.7406 13.6393
31 C 8.7840 14.6310 13.0619
32 H 9.2408 17.9037 17.6173
33 H 9.2994 15.7865 16.1879
34 H 8.0776 17.9981 12.7695
35 H 7.9118 20.1791 14.1801
36 O 12.7902 14.5856 11.7516
37 S 13.3307 15.0186 10.3783
38 C 14.0758 13.5277 9.5276
39 C 15.2968 13.2290 10.3239
40 C 15.9694 14.5223 10.8113
41 C 14.9368 15.7196 10.8632
42 H 14.2644 13.8177 8.4878
43 H 13.3127 12.7618 9.5690
44 H 16.0375 12.6259 9.7731
45 H 15.1602 12.6692 11.2675
46 H 16.7344 14.7804 10.1102
47 H 16.5044 14.4023 11.7614
48 H 15.1907 16.4600 10.1334
49 H 14.8026 16.1801 11.8793
50 Te 12.9913 7.9429 10.2757
51 C 13.3756 7.3220 8.3695
52 C 14.4597 7.9861 7.7771
53 C 14.6620 7.4809 6.5098
54 C 13.6818 6.5264 6.1586
55 S 12.5187 6.1503 7.3972
56 H 15.0809 8.7417 8.2515
57 H 15.3979 7.7985 5.7981
58 H 13.4733 5.9731 5.2301
59 N 6.6520 11.7949 13.3664
60 C 7.7737 12.5727 13.3044
61 N 8.9210 11.8889 13.3529
62 C 8.5209 10.5459 13.3970
63 C 9.3475 9.4726 13.2219
64 C 8.6886 8.2255 13.0534
65 C 7.3163 8.1551 13.0932
66 C 6.4422 9.2904 13.1370
67 C 7.0997 10.4727 13.3226
68 H 5.6492 12.0279 13.3436
69 H 7.8707 13.7228 13.0353
70 H 10.4142 9.6794 13.1242
71 H 9.3127 7.2974 12.9207
72 H 6.8107 7.1869 12.9769
73 H 5.3458 9.2737 12.9436

---

(2)
This record from OMol25 describes a molecular structure, C21H43GdN2P3Se in a non-equilibrium geometry. The level of theory is ωB97M-V/def2-TZVPD.

As for the charge: +3. As for the LUMO energy (spin up / spin down): -0.49191 / -0.42161 Ha. As for the molar mass: 652.7 g mol⁻¹. Its spin multiplicity is 8. The gap between HOMO and LUMO (spin up / spin down) comes out at 0.090 / 0.184 Eh. For the strongest force on any atom, the calculation gives 0.03716 Eh/bohr. For the HOMO energy (spin up / spin down), the calculation gives -0.5823 / -0.6052 Eh.

Cartesian coordinates (Å):
1 Gd -0.6911 -0.0962 0.2060
2 P -2.2601 -1.8189 -1.5515
3 P 0.2040 -2.5276 1.2250
4 P -1.0559 1.7266 -1.8598
5 H 8.1907 2.4177 1.7583
6 C 7.8132 3.4451 1.6800
7 C 7.4625 4.1448 2.7663
8 H 7.5391 3.7201 3.7749
9 C -1.5103 -2.7500 -2.9399
10 C -3.1035 -3.2024 -0.7010
11 C -3.6918 -1.1034 -2.4370
12 C 1.6218 -1.9318 2.2393
13 C -0.8221 -3.4144 2.4513
14 C 0.9645 -3.8656 0.2246
15 C 0.1429 3.0229 -1.3283
16 C -2.6395 2.6412 -1.9241
17 C -0.6106 1.4664 -3.6204
18 H 7.7916 3.8933 0.6787
19 H 7.1239 5.1859 2.6957
20 H -2.2690 -3.4137 -3.3850
21 H -0.6571 -3.3369 -2.5805
22 H -1.1425 -2.0412 -3.6910
23 H -3.8213 -3.6736 -1.3896
24 H -3.6351 -2.8236 0.1803
25 H -2.3574 -3.9345 -0.3692
26 H -4.2400 -1.9046 -2.9570
27 H -3.3412 -0.3538 -3.1574
28 H -4.3554 -0.6090 -1.7173
29 H 1.8613 -2.6689 3.0198
30 H 1.3601 -0.9724 2.7100
31 H 2.4954 -1.7531 1.5987
32 H -0.4874 -4.4525 2.5752
33 H -1.8634 -3.4002 2.1066
34 H -0.7773 -2.8807 3.4080
35 H 1.3190 -4.6879 0.8624
36 H 1.7920 -3.4474 -0.3627
37 H 0.2181 -4.2424 -0.4860
38 H -0.0638 3.9631 -1.8623
39 H 1.1684 2.6790 -1.5231
40 H 0.0506 3.1792 -0.2437
41 H -2.6020 3.4809 -2.6320
42 H -2.8744 3.0089 -0.9170
43 H -3.4282 1.9336 -2.2101
44 H -0.8846 2.3422 -4.2257
45 H -1.1308 0.5771 -4.0003
46 H 0.4656 1.2668 -3.6939
47 C 2.9866 0.1901 -1.0975
48 C 3.0735 0.8111 0.1653
49 C 4.2112 1.5091 0.5383
50 C 5.3082 1.5792 -0.3320
51 C 5.2417 0.9531 -1.5909
52 C 4.0951 0.2657 -1.9739
53 Se 1.4443 -0.7478 -1.6129
54 H 0.2309 1.0943 1.3334
55 H 2.2287 0.7444 0.8527
56 H 4.2549 2.0049 1.5148
57 H 6.2078 2.1183 -0.0259
58 H 6.0980 1.0137 -2.2666
59 H 4.0256 -0.2250 -2.9441
60 C -6.0443 0.3059 2.6489
61 N -4.6277 0.4130 2.3695
62 C -3.6916 1.0855 3.1697
63 C -2.4891 0.9406 2.5501
64 N -2.6688 0.1962 1.3801
65 C -3.9845 -0.1049 1.3101
66 H -6.2108 -0.1945 3.6094
67 H -6.5026 1.3000 2.6998
68 H -6.5387 -0.2714 1.8592
69 H -3.9341 1.6000 4.0879
70 H -1.5180 1.3147 2.8478
71 H -4.4652 -0.6842 0.5119

---

(3)
This record from OMol25 describes a molecular structure, C3H3N5O in a non-equilibrium geometry. The level of theory is ωB97M-V/def2-TZVPD.

As for the LUMO energy: -0.00268 Ha. As for the molar mass: 125.1 g mol⁻¹. The gap between HOMO and LUMO comes out at 0.364 Eh. For the strongest force on any atom, the calculation gives 0.09761 Eh/bohr. For the HOMO energy, the calculation gives -0.3666 Eh.

Cartesian coordinates (Å):
1 C -1.6859 0.0153 -0.1887
2 C 0.4326 0.6797 0.2804
3 C 2.2869 -0.0061 -0.2619
4 H -3.3046 0.5955 0.2310
5 H -0.9798 2.0616 -0.1194
6 H 3.4098 0.0823 -0.5799
7 N -2.8859 -0.2407 -0.0634
8 N -0.8052 1.1103 -0.0808
9 N 1.6660 1.1369 0.0390
10 N 1.7819 -1.1678 -0.0852
11 N 0.4386 -0.6472 0.5390
12 O -0.8369 -1.0266 -0.1189